Entry 1:
Entry from OMol25: 6 unconnected molecules or ions with the total composition C45H98F3N5O6 (the ωB97M-V functional and the def2-TZVPD basis).

Last column: Mulliken charge in e.
Cartesian coordinates (Å):
N (-0.03, -0.12, -0.07)  0.70
O (0.12, -0.97, -0.91)  -0.65
O (-1.09, -0.11, 0.59)  -0.61
O (0.85, 0.68, 0.16)  -0.30
C (4.91, 2.65, 0.60)  -1.51
C (3.62, 3.32, 0.21)  0.55
C (2.67, 3.66, 1.43)  -0.38
C (1.40, 4.33, 0.99)  -0.60
N (0.33, 4.52, 2.10)  1.20
C (-0.16, 3.15, 2.64)  0.46
C (-1.55, 3.01, 2.25)  -0.48
C (-1.70, 3.87, 1.06)  0.46
C (-0.90, 5.10, 1.48)  -1.02
C (0.79, 5.40, 3.29)  -1.30
C (1.26, 6.82, 2.92)  -0.38
C (2.24, 7.25, 3.97)  -1.38
H (5.57, 2.37, -0.22)  0.39
H (4.66, 1.76, 1.17)  0.28
H (5.43, 3.31, 1.30)  0.46
H (2.96, 2.73, -0.42)  -0.55
H (3.86, 4.22, -0.36)  0.43
H (3.18, 4.26, 2.18)  0.43
H (2.41, 2.68, 1.83)  -0.06
H (1.01, 3.54, 0.34)  -0.67
H (1.48, 5.28, 0.47)  1.21
H (-0.04, 2.98, 3.71)  -0.22
H (0.46, 2.37, 2.22)  -0.45
H (-2.17, 3.30, 3.09)  0.60
H (-1.85, 1.98, 2.07)  -0.04
H (-2.74, 4.14, 0.93)  0.52
H (-1.28, 3.36, 0.18)  -0.68
H (-1.38, 5.67, 2.28)  0.49
H (-0.67, 5.77, 0.65)  0.32
H (1.64, 4.80, 3.60)  0.47
H (-0.03, 5.59, 3.99)  0.63
H (0.44, 7.53, 2.84)  0.46
H (1.66, 6.89, 1.91)  0.27
H (3.10, 6.59, 4.04)  0.34
H (1.74, 7.36, 4.94)  0.36
H (2.69, 8.20, 3.66)  0.42
C (-3.75, -8.01, -4.35)  -1.34
C (-3.57, -7.49, -2.92)  -0.64
C (-2.52, -6.27, -2.78)  -0.38
C (-2.32, -5.85, -1.30)  -1.26
N (-1.55, -4.49, -1.14)  0.72
C (-1.38, -4.11, 0.36)  -0.95
C (-2.58, -3.35, 0.82)  0.00
C (-3.40, -3.03, -0.50)  -0.61
C (-2.49, -3.35, -1.66)  -0.13
C (-0.18, -4.52, -1.86)  -0.69
C (0.68, -5.70, -1.36)  -0.18
C (2.11, -5.57, -1.93)  -1.28
H (-2.91, -8.56, -4.77)  0.36
H (-3.75, -7.23, -5.11)  0.34
H (-4.66, -8.62, -4.35)  0.37
H (-3.49, -8.32, -2.22)  0.43
H (-4.54, -7.11, -2.59)  0.37
H (-2.99, -5.49, -3.38)  0.23
H (-1.61, -6.65, -3.23)  0.35
H (-1.79, -6.55, -0.66)  0.57
H (-3.29, -5.67, -0.83)  0.58
H (-0.42, -3.61, 0.50)  0.39
H (-1.21, -5.08, 0.82)  0.65
H (-2.36, -2.43, 1.37)  -0.45
H (-3.17, -4.04, 1.42)  0.54
H (-3.67, -1.98, -0.57)  -0.07
H (-4.35, -3.58, -0.51)  0.40
H (-1.81, -2.53, -1.91)  -0.01
H (-3.10, -3.63, -2.52)  0.39
H (0.18, -3.51, -1.68)  0.24
H (-0.23, -4.56, -2.95)  0.58
H (0.22, -6.66, -1.56)  0.31
H (0.76, -5.61, -0.27)  0.28
H (2.75, -6.25, -1.38)  0.42
H (2.49, -4.55, -1.78)  0.14
H (2.12, -5.83, -2.99)  0.40
C (1.02, 4.52, -2.66)  -1.45
C (0.12, 3.41, -3.26)  0.08
C (0.77, 1.96, -3.22)  0.73
C (2.07, 1.88, -4.09)  -1.44
N (2.69, 0.45, -4.21)  0.74
C (3.98, 0.66, -4.95)  -0.76
C (4.18, -0.56, -5.85)  -0.64
C (2.79, -1.16, -6.08)  -0.77
C (1.88, -0.59, -4.97)  -0.27
C (2.90, 0.05, -2.69)  -0.99
C (3.84, -1.23, -2.46)  -0.35
C (4.17, -1.54, -0.97)  -1.43
H (0.35, 5.39, -2.63)  0.49
H (1.81, 4.62, -3.40)  0.47
H (1.49, 4.41, -1.68)  0.22
H (0.06, 3.60, -4.34)  0.59
H (-0.84, 3.41, -2.75)  -0.62
H (0.01, 1.20, -3.42)  0.55
H (1.01, 1.76, -2.18)  -0.77
H (2.89, 2.52, -3.78)  0.71
H (1.87, 2.17, -5.13)  0.45
H (4.86, 0.77, -4.32)  0.32
H (3.96, 1.58, -5.53)  0.53
H (4.94, -1.15, -5.34)  0.35
H (4.60, -0.32, -6.83)  0.38
H (2.76, -2.24, -6.00)  0.38
H (2.21, -0.85, -6.95)  0.34
H (1.63, -1.34, -4.23)  -0.02
H (0.94, -0.18, -5.33)  0.54
H (1.93, -0.10, -2.23)  0.31
H (3.31, 0.89, -2.11)  0.26
H (4.67, -0.90, -3.09)  0.46
H (3.49, -2.15, -2.92)  0.33
H (4.74, -0.71, -0.55)  0.42
H (4.87, -2.38, -0.92)  0.40
H (3.20, -1.74, -0.51)  0.24
C (-1.17, 1.63, 5.72)  -1.37
C (0.02, 0.72, 5.31)  -0.29
N (-0.34, -0.75, 5.00)  0.65
C (-1.16, -0.69, 3.71)  -0.57
C (0.94, -1.61, 4.67)  -0.33
C (1.82, -1.18, 3.41)  -1.53
C (-1.03, -1.38, 6.22)  -0.62
C (-1.27, -2.90, 6.10)  -1.08
O (-1.73, -3.34, 4.85)  -0.30
C (-1.64, -4.71, 4.44)  -0.40
H (-0.85, 2.66, 5.85)  0.45
H (-1.60, 1.30, 6.67)  0.45
H (-2.02, 1.59, 5.04)  0.30
H (0.71, 0.73, 6.15)  0.52
H (0.53, 1.10, 4.43)  0.24
H (-2.20, -0.44, 3.89)  0.47
H (-1.20, -1.69, 3.28)  0.13
H (-0.66, 0.03, 3.06)  -0.23
H (0.46, -2.57, 4.47)  0.28
H (1.62, -1.78, 5.50)  0.60
H (2.59, -1.92, 3.21)  0.54
H (2.44, -0.32, 3.66)  0.39
H (1.32, -0.85, 2.49)  0.21
H (-1.97, -0.85, 6.37)  0.52
H (-0.43, -1.14, 7.09)  0.42
H (-1.86, -3.26, 6.95)  0.54
H (-0.43, -3.54, 6.35)  0.45
H (-0.67, -5.14, 4.70)  0.39
H (-1.73, -4.65, 3.36)  -0.19
H (-2.43, -5.33, 4.87)  0.31
C (-5.07, 4.02, -1.50)  0.05
O (-4.71, 2.70, -1.85)  -0.45
O (-5.68, 3.90, -0.19)  -0.33
C (-3.99, 5.12, -1.91)  0.65
F (-3.80, 5.25, -3.19)  -0.25
F (-4.35, 6.28, -1.40)  -0.29
F (-2.79, 4.92, -1.35)  -0.13
C (-3.53, 2.13, -1.36)  1.57
C (-3.58, 0.66, -1.82)  -1.49
H (-3.88, 0.50, -2.85)  0.52
H (-2.58, 0.26, -1.64)  0.11
H (-4.39, 0.10, -1.35)  0.46
H (-3.53, 2.19, -0.27)  0.08
H (-2.61, 2.54, -1.76)  -0.89
H (-5.88, 4.21, -2.20)  0.43

Output
2S+1	2
total charge	+3
LUMO (spin up / spin down)	-5.4 / -7.3	eV

***

Entry 2:
Entry from OMol25: 2 unconnected molecules or ions with the total composition C4H8O2 (the ωB97M-V functional and the def2-TZVPD basis).

Last column: natural (NBO) charge in e.
Cartesian coordinates (Å):
C (0.62, 1.94, -1.13)  -0.76
C (-0.01, 0.79, -1.27)  0.70
O (-0.54, -0.21, -1.60)  -0.51
H (0.92, 2.37, -0.19)  0.26
H (0.80, 2.44, -2.06)  0.26
C (0.29, 0.07, 1.04)  -0.65
C (0.06, -1.43, 0.89)  -0.07
O (1.05, -2.01, 0.06)  -0.72
H (0.93, 0.39, 0.20)  0.23
H (0.97, 0.34, 1.85)  0.22
H (-0.64, 0.64, 1.17)  0.22
H (-0.95, -1.63, 0.49)  0.17
H (0.13, -1.91, 1.86)  0.18
H (0.78, -1.82, -0.85)  0.47

Output
ΔE to the lowest compared entry with this formula, charge and spin	267.6	kJ/mol
structure (SMILES)	C=C=O.CCO
LUMO	0.8	eV

***

Entry 3:
Entry from OMol25: 2 unconnected molecules or ions with the total composition C18H37BClN2O11P2 (the ωB97M-V functional and the def2-TZVPD basis).

Last column: Mulliken charge in e.
Cartesian coordinates (Å):
C (-4.04, 5.31, 0.61)  -1.00
C (-2.93, 4.23, 1.23)  -0.25
C (-1.53, 4.18, 0.38)  -0.37
N (-1.41, 3.04, -0.61)  0.04
C (-1.13, 1.71, 0.11)  -1.12
O (-0.03, 1.75, 1.06)  -0.30
C (1.29, 1.97, 0.50)  0.89
O (1.56, 3.32, -0.04)  -0.10
C (2.87, 3.39, -0.71)  -0.32
C (2.92, 4.52, -1.94)  -0.82
P (2.51, 1.84, 2.03)  0.16
C (1.36, 1.51, 3.58)  -0.78
O (3.65, 0.55, 1.81)  -0.53
C (-1.22, 0.40, -0.87)  0.61
O (-0.11, 0.12, -1.76)  -0.25
C (0.30, 1.19, -2.65)  1.29
C (1.78, 0.70, -3.27)  -0.89
C (2.25, 1.70, -4.50)  0.09
N (3.36, 1.30, -5.25)  -0.77
C (-0.63, 1.46, -3.97)  0.05
O (-0.88, 0.41, -4.78)  -0.69
O (-1.27, 2.74, -4.34)  -0.77
B (-1.22, -0.90, 0.20)  0.78
C (0.22, -1.53, 0.77)  -0.50
O (-2.44, -1.58, 0.68)  -0.70
P (-2.98, 0.27, -1.71)  0.29
O (-3.22, -1.40, -2.25)  -0.59
Cl (-4.53, 0.71, -0.34)  -0.29
H (-4.85, 5.55, 1.42)  0.31
H (-4.61, 4.86, -0.32)  0.24
H (-3.50, 6.32, 0.31)  0.29
H (-3.48, 3.20, 1.34)  0.17
H (-2.66, 4.64, 2.31)  0.25
H (-0.64, 4.28, 1.13)  0.16
H (-1.51, 5.18, -0.28)  0.35
H (-2.34, 3.02, -1.10)  0.32
H (-2.10, 1.60, 0.81)  0.05
H (1.70, 1.17, -0.24)  -0.49
H (3.23, 2.39, -1.20)  0.17
H (3.73, 3.68, 0.08)  0.37
H (2.34, 4.08, -2.89)  0.09
H (4.07, 4.64, -2.23)  0.31
H (2.44, 5.49, -1.51)  0.29
H (0.45, 2.27, 3.62)  0.21
H (1.94, 1.63, 4.59)  0.35
H (0.91, 0.43, 3.50)  0.20
H (3.46, 0.03, 0.97)  0.31
H (0.53, 2.23, -2.16)  -0.33
H (2.60, 0.65, -2.42)  0.25
H (1.58, -0.35, -3.78)  0.42
H (1.73, 2.74, -4.73)  0.34
H (3.71, 0.37, -4.87)  0.27
H (0.53, -1.00, 1.77)  0.06
H (0.13, -2.70, 0.95)  0.21
H (1.10, -1.40, -0.02)  0.02
H (-2.18, -2.50, 1.01)  0.26
H (-2.49, -1.62, -2.92)  0.37
C (1.34, -8.33, 3.46)  -1.09
C (0.83, -6.95, 3.84)  -0.19
O (0.64, -6.13, 2.68)  -0.32
C (-0.46, -6.41, 1.93)  0.73
O (-1.28, -7.29, 2.16)  -0.57
O (-0.46, -5.58, 0.86)  -0.26
C (-1.51, -5.85, -0.07)  -0.70
H (2.25, -8.25, 2.85)  0.29
H (1.56, -8.92, 4.35)  0.36
H (0.61, -8.88, 2.86)  0.31
H (1.58, -6.45, 4.46)  0.29
H (-0.09, -7.01, 4.43)  0.30
H (-2.49, -5.85, 0.42)  0.34
H (-1.33, -6.80, -0.57)  0.33
H (-1.51, -5.05, -0.82)  0.19

Output
total charge	-1
LUMO	2.0	eV

***

Taking the records one at a time from the top gives total energy values of -76111.1055, -8370.5078, -76538.9227 eV.
Taking the records one at a time from the top gives F_max values of 3.64, 1.28, 7.88 eV/Å.